No. 1
This record from the Open Molecules 2025 dataset describes a 2-piece molecular cluster, CH6NO overall. The level of theory is ωB97M-V/def2-TZVPD.

Spin multiplicity: 3
Orbital gap (spin up / spin down), Eh: 0.2409 / 0.1858
Largest force on an atom, eV/A: 11.09
Relative energy (zero: lowest compared OMol25 entry of this formula, charge and spin), kJ/mol: 74.9
Total charge: +1

Each atom is followed by the atoms it is bonded to, with distances in Å.
Geometry (Å):
1 C -1.582 -0.193 -0.061  O3 1.186, H4 1.109, H5 1.064
2 N 1.687 -0.014 -0.022  H6 1.008, H7 0.996, H8 1.075
3 O -2.759 -0.236 0.080  C1 1.186, H9 0.974
4 H -0.824 -0.689 0.579  C1 1.109
5 H -1.039 0.342 -0.803  C1 1.064
6 H 2.296 0.007 0.781  N2 1.008
7 H 2.078 -0.522 -0.784  N2 0.996
8 H 1.362 0.955 -0.353  N2 1.075
9 H -3.159 -0.880 0.691  O3 0.974

No. 2
This record from the Open Molecules 2025 dataset describes a 2-piece molecular cluster, CH6NO2 overall. The level of theory is ωB97M-V/def2-TZVPD.

Spin multiplicity: 2
Orbital gap (spin up / spin down), Eh: 0.3954 / 0.2342
Largest force on an atom, eV/A: 3.05
Relative energy (zero: lowest compared OMol25 entry of this formula, charge and spin), kJ/mol: 141.5

Each atom is followed by the atoms it is bonded to, with distances in Å.
Geometry (Å):
1 N -0.497 1.137 0.209  C2 1.486, H4 1.019, H5 0.992
2 C 0.579 0.694 -0.715  N1 1.486, O3 1.414, H6 1.102, H7 1.109
3 O 1.048 -0.615 -0.455  C2 1.414, H8 1.045
4 H -0.071 1.398 1.097  N1 1.019
5 H -0.959 0.296 0.459  N1 0.992
6 H 1.435 1.376 -0.578  C2 1.102
7 H 0.236 0.685 -1.770  C2 1.109
8 H 0.411 -1.130 0.194  O3 1.045
9 H -1.493 -2.046 0.595  O10 0.921
10 O -0.688 -1.793 0.964  H9 0.921

Summary of total energy in eV
-4658.4236; -6715.9662
(order as listed above)